Entry w
2 unconnected molecules or ions with the total composition CH3NOS2. Source: the Open Molecules 2025 dataset; level of theory: ωB97M-V with the def2-TZVPD basis set.

Geometry as XYZ:
```
8
Properties=species:S:1:pos:R:3:nbo_charge:R:1
C 1.81 0.39 1.24 0.225
N 2.14 0.35 0.08 -0.683
O -2.07 -1.18 -0.69 -0.818
S 1.69 0.42 2.80 0.018
S -1.16 0.35 -0.43 0.216
H -2.27 1.17 -0.66 0.128
H 1.63 0.05 -0.79 0.436
H -1.77 -1.54 -1.56 0.479
```

The LUMO energy comes out at -0.228 eV. The value obtained for the HOMO energy is -9.52 eV. The charge is 0. The SMILES is N=C=S.OS. Its orbital gap is 0.341 Eh.



Entry x
2 unconnected molecules or ions with the total composition CH3NOS2. Source: the Open Molecules 2025 dataset; level of theory: ωB97M-V with the def2-TZVPD basis set.

Geometry as XYZ:
```
8
Properties=species:S:1:pos:R:3:nbo_charge:R:1
C -2.99 -0.20 -0.07 0.222
N -2.17 -1.05 -0.29 -0.692
O 1.13 1.02 -1.02 -0.849
S -3.95 1.01 -0.02 0.043
S 0.85 2.09 0.21 0.283
H 1.62 1.48 1.14 0.081
H -1.89 -1.88 0.18 0.426
H 0.33 0.51 -1.19 0.487
```

The LUMO energy comes out at 0.435 eV. The value obtained for the HOMO energy is -9.21 eV. The charge is 0. The SMILES is N=C=S.OS. Its orbital gap is 0.355 Eh.



Which is most stable? The ranking, best first, is entry x, entry w.



Entry w
2 unconnected molecules or ions with the total composition C5H13N2. Source: the Open Molecules 2025 dataset; level of theory: ωB97M-V with the def2-TZVPD basis set.

Geometry as XYZ:
```
20
Properties=species:S:1:pos:R:3:nbo_charge:R:1
C 1.73 -2.07 2.00 -0.650
C 0.88 -0.85 1.89 -0.129
C -0.18 -0.78 1.11 -0.093
N -0.95 0.45 0.95 -0.744
H 1.29 -2.92 1.48 0.226
H 2.74 -1.90 1.63 0.243
H 1.87 -2.36 3.05 0.244
H 1.17 0.00 2.51 0.212
H -0.56 -1.60 0.53 0.221
H -0.71 1.19 1.61 0.425
H -0.72 0.91 -0.08 0.450
H -1.95 0.31 1.05 0.425
C -1.51 0.73 -2.41 -0.445
C 0.73 1.29 -1.96 0.037
N -0.45 1.22 -1.52 -0.455
H -1.83 -0.26 -2.10 0.213
H -1.18 0.66 -3.44 0.213
H -2.33 1.44 -2.36 0.228
H 1.52 1.65 -1.30 0.193
H 0.99 1.03 -2.99 0.186
```

The LUMO energy comes out at -2.943 eV. The value obtained for the HOMO energy is -13.84 eV. The charge is +1. Its orbital gap is 0.401 Eh.



Entry x
A gas-phase ion, C5H13N2 (charge +1). Source: the Open Molecules 2025 dataset; level of theory: ωB97M-V with the def2-TZVPD basis set.

Geometry as XYZ:
```
20
Properties=species:S:1:pos:R:3:nbo_charge:R:1
C -1.22 0.84 0.87 -0.246
N -2.51 -0.03 0.72 -0.864
C -0.33 0.57 -0.42 -0.062
N -0.30 -0.87 -0.50 -0.495
C 1.20 -1.25 -0.75 -0.271
C 1.96 -0.21 0.06 -0.446
C 1.15 1.05 -0.22 -0.428
H -1.55 1.78 1.19 0.234
H -0.72 0.45 1.72 0.195
H -3.25 0.44 0.14 0.371
H -3.04 0.13 1.51 0.370
H -0.70 0.93 -1.31 0.226
H -0.58 -1.15 0.39 0.448
H -0.75 -1.32 -1.29 0.456
H 1.56 -2.26 -0.55 0.255
H 1.53 -1.44 -1.84 0.250
H 2.91 -0.24 -0.46 0.260
H 2.06 -0.73 1.14 0.241
H 1.47 1.65 -1.16 0.259
H 1.13 1.65 0.75 0.248
```

The LUMO energy comes out at -2.982 eV. The value obtained for the HOMO energy is -14.28 eV. The charge is +1. The SMILES is NC[C@H]1CCC[NH2+]1. Its orbital gap is 0.415 Eh.



Entry y
A gas-phase ion, C5H13N2 (charge +1). Source: the Open Molecules 2025 dataset; level of theory: ωB97M-V with the def2-TZVPD basis set.

Geometry as XYZ:
```
20
Properties=species:S:1:pos:R:3:nbo_charge:R:1
C -1.53 -0.63 0.27 -0.055
C -0.96 -0.65 -1.07 -0.521
C -0.56 0.69 -1.62 -0.429
C 0.41 1.42 -0.68 -0.242
N 1.22 0.57 0.18 -0.618
C 0.74 -0.13 1.33 0.165
N 1.55 -1.31 1.53 -0.852
H -0.42 -0.34 1.19 0.142
H -1.84 -1.62 0.58 0.241
H -2.19 0.15 0.59 0.245
H -1.75 -1.04 -1.73 0.305
H -0.11 -1.34 -1.10 0.270
H -0.25 0.63 -2.67 0.246
H -1.41 1.35 -1.87 0.233
H -0.17 2.12 -0.05 0.182
H 1.04 2.14 -1.19 0.247
H 2.21 0.77 0.21 0.422
H 0.75 0.52 2.21 0.216
H 2.30 -1.18 2.19 0.407
H 0.98 -2.12 1.71 0.395
```

The LUMO energy comes out at -6.393 eV. The value obtained for the HOMO energy is -13.29 eV. The charge is +1. Its orbital gap is 0.254 Eh.



Entry z
2 unconnected molecules or ions with the total composition C5H13N2. Source: the Open Molecules 2025 dataset; level of theory: ωB97M-V with the def2-TZVPD basis set.

Geometry as XYZ:
```
20
Properties=species:S:1:pos:R:3:nbo_charge:R:1
C -0.58 -1.53 0.00 0.227
C 0.20 -0.33 0.18 -0.382
C 1.60 0.01 0.04 0.291
C 2.04 1.40 0.06 -0.670
C 2.58 -1.11 -0.06 -0.706
N -1.87 -1.44 0.07 -0.678
N -3.06 0.87 -0.03 -1.045
H -0.30 -2.56 -0.24 0.219
H -0.55 0.40 0.41 0.205
H 2.79 1.49 -0.63 0.246
H 2.48 1.48 0.97 0.254
H 1.36 2.22 -0.01 0.241
H 2.67 -1.46 -1.00 0.258
H 2.27 -2.11 0.32 0.244
H 3.57 -0.96 0.45 0.257
H -2.46 -2.19 -0.30 0.406
H -2.44 -0.45 0.05 0.420
H -3.19 1.07 0.96 0.395
H -3.97 0.56 -0.31 0.403
H -2.65 1.69 -0.46 0.415
```

The LUMO energy comes out at -4.259 eV. The value obtained for the HOMO energy is -13.20 eV. The charge is +1. Its orbital gap is 0.329 Eh.



Which is most stable? The ranking, best first, is entry w, entry z, entry x, entry y.



Entry w
A gas-phase ion, C5H13N2 (charge +1). Source: the Open Molecules 2025 dataset; level of theory: ωB97M-V with the def2-TZVPD basis set.

Geometry as XYZ:
```
20
Properties=species:S:1:pos:R:3:nbo_charge:R:1
C -0.81 -1.59 -1.27 -0.213
C -1.22 -0.11 -1.43 -0.467
C -0.57 0.93 -0.61 -0.410
C -0.15 0.59 0.70 0.063
N 0.85 1.20 1.46 -0.580
C 0.89 1.12 2.91 -0.435
N 0.68 -1.66 -1.68 -0.739
H -0.99 -2.18 -0.38 0.238
H -1.32 -2.14 -2.11 0.231
H -1.12 0.14 -2.57 0.237
H -2.26 -0.19 -1.12 0.250
H -0.25 1.83 -1.05 0.224
H -0.74 -0.21 1.23 0.195
H 1.12 2.06 1.05 0.390
H 0.27 1.91 3.38 0.212
H 0.73 0.09 3.32 0.219
H 1.94 1.16 3.25 0.224
H 0.86 -0.62 -1.49 0.471
H 0.89 -2.03 -2.62 0.447
H 1.30 -2.29 -1.13 0.444
```

The LUMO energy comes out at -3.374 eV. The value obtained for the HOMO energy is -11.56 eV. The charge is +1. The SMILES is CN/C=C/CC[NH3+]. Its orbital gap is 0.301 Eh.



Entry x
A gas-phase ion, C5H13N2 (charge +1). Source: the Open Molecules 2025 dataset; level of theory: ωB97M-V with the def2-TZVPD basis set.

Geometry as XYZ:
```
20
Properties=species:S:1:pos:R:3:nbo_charge:R:1
C -1.55 1.11 0.83 -0.075
C 2.34 -0.48 -0.04 -0.607
C -1.37 -1.30 0.45 -0.371
C -0.94 0.23 -1.39 -0.420
C 1.51 0.71 0.38 -0.298
N 0.32 0.06 0.85 -0.108
N -0.89 0.01 0.10 -0.149
H -1.66 0.99 1.90 0.245
H -1.43 2.11 0.29 0.227
H 2.58 -1.21 0.83 0.248
H 1.77 -0.88 -0.81 0.193
H 3.36 -0.20 -0.42 0.257
H -1.26 -1.44 1.51 0.252
H -2.34 -1.30 0.09 0.217
H -0.69 -1.88 -0.05 0.221
H -0.87 1.24 -1.66 0.235
H -0.19 -0.33 -1.91 0.242
H -1.91 -0.15 -1.68 0.246
H 1.92 1.33 1.20 0.249
H 1.32 1.39 -0.49 0.198
```

The LUMO energy (spin up / spin down) comes out at -5.204 / -5.200 eV. The value obtained for the HOMO energy (spin up / spin down) is -14.67 / -14.58 eV. The charge is +1. Its orbital gap (spin up / spin down) is 0.348 / 0.345 Eh.



Which is most stable? The ranking, best first, is entry w, entry x.



Entry w
A gas-phase ion, C5H13N2 (charge +1). Source: the Open Molecules 2025 dataset; level of theory: ωB97M-V with the def2-TZVPD basis set.

Geometry as XYZ:
```
20
Properties=species:S:1:pos:R:3:nbo_charge:R:1
C 0.46 -1.58 1.95 -0.629
C -0.14 -0.97 0.69 -0.045
C 0.03 0.57 0.91 -0.507
C 0.37 1.49 -0.19 -0.182
C 0.21 1.29 -1.54 -0.047
N -1.25 1.35 -2.01 -0.712
N 0.47 -1.35 -0.63 -0.834
H 1.49 -1.29 1.98 0.209
H 0.42 -2.68 1.98 0.232
H -0.04 -1.25 2.85 0.230
H -1.19 -1.27 0.60 0.195
H 0.93 0.64 1.54 0.271
H -0.69 0.88 1.69 0.260
H 0.74 2.49 0.02 0.249
H 0.88 0.97 -2.31 0.246
H -1.43 0.83 -2.88 0.438
H -1.40 2.33 -2.19 0.448
H -1.79 0.98 -1.22 0.447
H 1.45 -1.07 -0.61 0.356
H 0.50 -2.36 -0.60 0.377
```

The LUMO energy comes out at -4.856 eV. The value obtained for the HOMO energy is -12.43 eV. The charge is +1. The SMILES is C[C@H](N)C/C=C\[NH3+]. Its orbital gap is 0.278 Eh.



Entry x
A molecular structure, C5H13N2. Source: the Open Molecules 2025 dataset; level of theory: ωB97M-V with the def2-TZVPD basis set.

Geometry as XYZ:
```
20
Properties=species:S:1:pos:R:3:nbo_charge:R:1
C 2.46 0.28 0.53 -0.759
C 1.33 -0.30 -0.20 0.267
C 0.36 0.59 -0.90 -0.544
C -1.19 0.32 -0.67 -0.172
C -1.48 -1.07 0.06 -0.249
N -0.78 -0.97 1.36 -0.686
N -1.80 1.66 -0.29 -0.772
H 3.19 0.90 -0.03 0.350
H 3.09 -0.53 0.91 0.265
H 2.20 1.03 1.28 0.292
H 1.58 -1.20 -0.76 0.234
H -0.77 -1.80 1.94 0.409
H 0.45 0.68 -1.99 0.322
H 0.38 1.59 -0.44 0.272
H -1.12 -1.91 -0.50 0.201
H 0.18 -0.78 0.93 0.282
H -2.56 -1.11 0.16 0.255
H -2.82 1.68 -0.16 0.391
H -1.23 0.95 0.46 0.416
H -1.48 0.01 -1.68 0.224
```

The LUMO energy comes out at -7.445 eV. The value obtained for the HOMO energy is -13.90 eV. The charge is +1. Its orbital gap is 0.237 Eh.



Which is most stable? The ranking, best first, is entry w, entry x.